Molecular formula: CH2O2S3
Method: DFT, ωB97M-V/def2-TZVPD

Its frontier orbital gap is 9.32 eV. The total energy is -1384.20219 Eh. The HOMO energy comes out at -9.8 eV. The energy above the lowest of the compared OMol25 structures with the same formula, charge and spin is 72.6 kcal per mole.

```
! RIJCOSX wB97M-V def2-TZVPD def2/J DEFGRID3
* xyz 0 1
C -0.58779 -0.13797 -0.31153
O 1.55206 0.93648 1.08224
O 1.92923 0.24327 -1.26789
S 0.26735 -1.63138 0.34593
S -1.95903 0.57944 0.47650
S 1.13501 0.21629 -0.08109
H -0.64536 -0.26545 -1.92484
H -1.69147 0.05931 1.68068
*
```